13
Properties=species:S:1:pos:R:3:forces:R:3 method="wB97M-V/def2-TZVPD" smiles="O=CNc1ccco1" e_lumo_ev=0.273 gap_ev=8.2806 relative_energy_ev=5.485 fmax_ha_per_bohr=0.1086 total_energy_ha=-398.576914
O -1.765 2.024 -1.428 -0.0639 -0.2425 -0.5439
C -2.153 1.030 -0.888 -4.3567 0.2589 1.6736
N -1.452 0.043 -0.355 -1.5052 -4.2796 3.2601
C -0.117 -0.195 -0.365 2.2922 -0.8898 2.5427
C 0.484 -0.945 0.610 -2.9392 -4.4344 1.6348
C 1.858 -0.820 0.716 1.6536 3.0242 0.3450
C 2.057 0.249 -0.236 2.8293 0.1811 2.0139
O 0.800 0.521 -0.974 3.2598 1.1891 1.2566
H -3.347 0.729 -0.518 2.5383 1.4009 -1.3938
H -1.927 -0.639 0.562 1.5703 2.9438 -4.2125
H -0.033 -1.803 1.182 0.3700 1.7426 -0.8712
H 2.491 -1.255 1.771 -1.7001 1.5887 -4.0720
H 3.104 1.062 -0.078 -3.9486 -2.4829 -1.6333